Entry 1:
This record from the OMol25 dataset describes a molecular structure, C28H39N6O2PtS2Si2 at a distorted geometry. The level of theory is ωB97M-V with the def2-TZVPD basis set.

Structure (XYZ):
```
80
Properties=species:S:1:pos:R:3
C 2.5389 -0.9890 2.1340
Si -3.1622 -2.0179 1.4525
H 3.6100 0.1450 -1.3418
N 0.0335 1.3300 2.4360
C -0.2108 3.3761 3.3197
C 0.2579 -3.5277 -4.4510
O -0.1128 1.8304 -2.3900
N 1.6098 -0.8671 1.1578
S -1.7412 1.4304 0.3335
C 1.1183 5.4721 -0.5037
H 3.2433 -3.0185 -3.3638
H -3.0609 3.8937 2.6977
H -5.4871 -1.5329 0.7182
C -2.6763 -5.3257 -1.2467
H -4.5610 -0.0351 1.0417
C 4.3657 -0.4625 0.6666
H -2.6581 3.7883 1.0039
H -2.8411 -4.5564 1.6838
C -3.6175 -3.8139 1.9162
Pt -0.6353 -0.7642 -0.2960
H -4.2218 -3.8366 -0.7469
H 0.3157 4.1669 -2.0805
C 0.9766 4.2897 -1.2435
C 2.6313 -2.2617 -2.8529
H -0.2844 4.1693 4.0674
C -2.2327 -3.0256 -0.8598
H 1.5184 0.0432 -4.4252
C 1.8964 5.5431 0.6225
C 2.4739 4.3137 1.0429
C -1.3167 -5.5393 -1.5324
H -3.7460 -3.8412 2.9675
H -1.7466 -0.4810 3.0016
H -1.8526 -2.1290 3.4442
C 0.4354 2.1646 3.4371
C 1.9552 6.8151 1.4431
C 3.9056 -0.8331 1.9046
H 2.8405 2.2139 0.7283
H -0.1142 0.1737 -3.8564
H 3.1080 -1.2565 -3.0890
H 5.4679 -0.3749 0.3953
C -0.8968 -3.1993 -1.4531
Si 0.7840 -2.0811 -3.3205
C 1.4967 3.0636 -0.7643
H 0.4578 -3.2304 -5.4770
H 2.6324 -2.4318 -1.7909
H 1.0356 7.3826 1.3057
H -5.2273 -1.1056 2.3232
H 4.5568 -1.0489 2.7294
C 0.5748 -0.5043 -4.2665
H 1.1987 1.8942 4.1947
H -0.7553 -3.9052 -4.4681
S 1.1643 1.5681 -1.7514
H -4.5226 -4.1352 1.4508
N -1.2250 3.1215 2.4000
H 0.6942 6.4035 -0.9126
C -2.2500 4.0771 2.0027
H 0.8452 -4.4213 -4.2972
H 2.7206 7.4735 0.9525
H -1.0245 -6.5768 -1.6290
N 0.9616 0.2229 -0.7375
C -0.4295 -4.4882 -1.6448
C -3.1698 -4.0640 -1.0197
C 2.3418 3.1362 0.3754
N -2.3446 -1.8045 -0.1608
O 2.3375 1.2950 -2.5267
N -0.1524 -2.1119 -1.6961
H 2.2369 -1.4248 3.0702
H -1.9918 5.1457 2.0847
C 3.3923 -0.2035 -0.2955
C -4.7351 -1.0650 1.3499
H 0.6030 -4.6166 -1.9544
C 2.0379 -0.2606 0.0372
C -1.8080 -1.4858 2.5839
C -1.0076 1.8606 1.7760
H 2.9672 4.2890 2.0338
H 0.3615 0.3591 2.1444
H -3.3576 -6.1399 -1.4098
H 2.1519 6.6698 2.4998
H -0.7976 -1.6347 2.1253
H 0.1199 -0.6923 -5.2002
```

Values from the calculation:
* net charge: -1
* gap between HOMO and LUMO (spin up / spin down): 3.08 / 5.80 eV
* max |F|: 4.97 eV Å⁻¹
* E: -3064.0437 Eh
* HOMO energy (spin up / spin down): -0.70 / -3.44 eV
* LUMO energy (spin up / spin down): 2.378 / 2.362 eV
* multiplicity: 3
* molar mass: 807.0 Da

Atomic partial charges in e from the Löwdin method, atoms 1 to 8: C -0.145; Si 0.427; H 0.103; N 0.056; C -0.075; C -0.184; O -0.361; N 0.042



Entry 2:
This record from the OMol25 dataset describes a molecular structure, C5H6INOS at a distorted geometry. The level of theory is ωB97M-V with the def2-TZVPD basis set.

Structure (XYZ):
```
15
Properties=species:S:1:pos:R:3
C -0.5073 2.1937 -1.4483
N -0.4176 0.8597 -1.3321
C -0.0079 -1.8221 2.2238
H -0.6558 -1.5065 1.5307
I 0.5857 0.9280 3.3675
H -0.5823 0.2581 -2.1310
C 1.1062 -0.8497 2.1941
C 0.2773 2.6875 -0.4317
C 0.4190 0.4652 -0.3861
O 0.8748 1.6002 0.1046
H -0.4423 -1.7484 3.2550
S 2.5907 -0.9567 1.6196
H -0.9407 2.5709 -2.3008
H 0.7175 3.5850 -0.1232
H 0.4596 -2.8378 1.9542
```

Values from the calculation:
* net charge: 0
* gap between HOMO and LUMO: 8.31 eV
* max |F|: 4.95 eV Å⁻¹
* E: -1019.8738 Eh
* HOMO energy: -8.26 eV
* LUMO energy: 0.043 eV
* molar mass: 255.1 Da

Atomic partial charges in e from the natural (NBO) method, atoms 1 to 8: C -0.112; N -0.580; C -0.722; H 0.242; I 0.050; H 0.422; C -0.213; C 0.052



Entry 3:
This record from the OMol25 dataset describes a gas-phase ion, C3H7N3OP (charge +1). The level of theory is ωB97M-V with the def2-TZVPD basis set.

Structure (XYZ):
```
15
Properties=species:S:1:pos:R:3
N -2.3380 -0.2714 0.8044
H -2.7501 -1.0303 -1.1581
H 0.7428 2.2610 -0.8972
C 2.2210 -0.5220 0.1297
H 1.9544 -0.6922 -0.9139
H 1.9296 -1.3922 0.7243
C -2.0776 -0.5788 -0.4467
P 1.4063 0.9580 0.8433
C -0.3221 0.3156 0.5390
N -1.2771 0.2850 1.4261
H 3.2989 -0.3872 0.2025
H -3.2140 -0.4096 1.2910
H -0.2913 -0.3418 -1.5002
N -0.8137 -0.2199 -0.6434
O 1.5309 2.0257 -0.4010
```

Values from the calculation:
* net charge: +1
* gap between HOMO and LUMO: 9.38 eV
* max |F|: 0.29 eV Å⁻¹
* E: -699.1337 Eh
* HOMO energy: -13.26 eV
* LUMO energy: -3.879 eV
* molar mass: 132.1 Da

Atomic partial charges in e from the natural (NBO) method, atoms 1 to 8: N -0.294; H 0.270; H 0.504; C -0.977; H 0.217; H 0.250; C 0.264; P 1.184



Entry 4:
This record from the OMol25 dataset describes C3H5FO in the gas phase at a distorted geometry. The level of theory is ωB97M-V with the def2-TZVPD basis set.

Structure (XYZ):
```
10
Properties=species:S:1:pos:R:3
H 0.2381 2.3201 0.1215
F -0.7597 -1.1044 1.5621
C 0.1955 -0.4653 0.7965
C 0.0956 -0.8383 -0.6331
H -0.6343 -1.5509 -0.9771
H 1.1662 -0.2750 1.2143
O 0.4326 1.6158 -0.5534
H 1.0309 -0.8264 -1.2536
H -1.4166 0.6178 -0.0589
C -0.3482 0.5068 -0.2181
```

Values from the calculation:
* net charge: 0
* gap between HOMO and LUMO: 10.67 eV
* max |F|: 2.60 eV Å⁻¹
* E: -292.3578 Eh
* HOMO energy: -9.79 eV
* LUMO energy: 0.879 eV
* molar mass: 76.1 Da

Atomic partial charges in e from the natural (NBO) method, atoms 1 to 8: H 0.477; F -0.350; C 0.154; C -0.472; H 0.238; H 0.186; O -0.695; H 0.233